(1)
{"formula": "C5H13N2", "method": "the ωB97M-V functional and the def2-TZVPD basis", "elements": ["C", "C", "C", "C", "C", "N", "N", "H", "H", "H", "H", "H", "H", "H", "H", "H", "H", "H", "H", "H"], "positions_angstrom": [[2.652, 0.889, 0.065], [1.440, 0.075, 0.124], [-0.243, -0.139, -0.005], [3.885, 0.041, 0.025], [-0.486, -1.578, -0.322], [-3.812, 0.698, 0.127], [-1.107, 0.830, 0.099], [2.552, 2.005, -0.073], [1.641, -0.947, 0.165], [3.619, -1.000, 0.021], [4.536, 0.240, 0.860], [4.544, 0.315, -0.891], [0.069, -1.774, -1.208], [-1.514, -1.551, -0.482], [-0.119, -2.328, 0.456], [-3.814, -0.302, 0.359], [-4.101, 0.648, -0.921], [-2.263, 0.888, -0.004], [-4.427, 1.400, 0.542], [-0.820, 1.820, 0.489]], "atomic_forces_ev_per_a": [[-5.54, -1.73, -0.40], [0.06, 2.03, -0.28], [4.34, 3.09, 0.89], [1.30, 1.67, -1.51], [0.61, 0.79, 1.48], [0.24, -0.24, -3.94], [-0.10, 1.74, 0.91], [0.63, -1.42, 0.31], [0.99, -1.44, 0.19], [0.09, -0.34, -0.13], [0.19, 0.12, 0.50], [-1.23, -0.56, 1.31], [0.26, -0.33, -0.93], [-1.90, -1.24, -0.44], [-0.71, 1.35, -0.76], [-0.86, 0.86, 0.98], [0.52, 0.43, 2.24], [1.04, -0.99, 0.42], [0.00, -1.06, 0.47], [0.07, -2.73, -1.31]], "mulliken_charge": [0.088, -0.432, 0.895, -0.983, -1.296, -0.899, -0.354, 0.295, 0.100, 0.316, 0.318, 0.264, 0.401, 0.374, 0.348, 0.293, 0.323, 0.386, 0.256, 0.308], "de_lowest_kj_mol": 383.1, "e_tot_ev": -8366.8398, "total_charge": 1, "lumo_energy_ev": -4.02, "homo_lumo_gap_ha": 0.33261}


(2)
{"formula": "C6H5ClN", "method": "the ωB97M-V functional and the def2-TZVPD basis", "elements": ["C", "C", "C", "N", "C", "Cl", "C", "C", "H", "H", "H", "H", "H"], "positions_angstrom": [[2.048, -0.810, 0.006], [0.665, -0.518, 0.073], [-0.479, -1.245, 0.072], [-1.720, -1.093, 0.091], [-2.273, 0.086, -0.044], [-3.923, 0.283, -0.024], [-1.274, 1.143, -0.093], [0.033, 0.823, -0.102], [2.629, -0.724, 1.061], [2.489, 0.063, -0.499], [2.377, -1.873, -0.431], [-1.423, 2.194, 0.013], [0.850, 1.672, -0.122]], "atomic_forces_ev_per_a": [[4.66, -1.27, 1.53], [-3.46, -0.12, -0.46], [-2.77, 1.86, 0.10], [3.43, -1.90, -0.14], [1.11, 1.65, 0.28], [-0.38, 0.19, -0.06], [-0.99, -0.83, 0.23], [3.59, 0.21, 0.66], [-1.70, -0.41, -2.05], [0.29, -0.76, -0.39], [-0.99, 2.64, 0.75], [-1.03, 0.45, -0.37], [-1.76, -1.71, -0.08]], "mulliken_charge": [-1.143, 0.659, 0.322, -0.253, 0.323, -0.053, -0.481, -0.050, 0.302, 0.372, 0.340, 0.383, 0.278], "de_lowest_kj_mol": 0.0, "e_tot_ev": -20304.8532, "total_charge": 1, "lumo_energy_ev": -6.55, "homo_lumo_gap_ha": 0.29621, "smiles": "Cc1c#[n+]c(Cl)cc1"}


(3)
{"formula": "C5H12O3Si", "method": "the ωB97M-V functional and the def2-TZVPD basis", "elements": ["C", "C", "C", "Si", "C", "O", "O", "H", "H", "H", "H", "H", "H", "H", "H", "C", "O", "H", "H", "H", "H"], "positions_angstrom": [[0.437, -3.604, -0.516], [-0.565, -2.775, -0.783], [-1.486, -1.522, -1.281], [-0.644, 0.191, -0.921], [1.189, -0.084, -0.315], [1.892, -0.640, -1.465], [3.178, -0.928, -1.165], [1.457, -4.063, -0.208], [-2.523, -1.604, -0.788], [-1.593, -1.649, -2.438], [-0.498, 0.851, -2.243], [-1.423, 1.036, -0.027], [1.176, -0.804, 0.604], [1.612, 0.954, 0.019], [3.516, -1.397, -1.981], [-1.131, 2.998, 2.218], [-0.482, 1.823, 1.758], [-1.438, 3.592, 1.356], [-2.013, 2.726, 2.803], [-0.441, 3.582, 2.833], [-0.221, 1.316, 2.540]], "atomic_forces_ev_per_a": [[-4.64, 5.10, -1.15], [5.45, -2.95, 0.85], [0.35, -2.60, -0.07], [1.11, -0.96, -0.71], [0.27, 0.29, 0.91], [-4.13, 1.24, -0.07], [3.74, -1.19, 0.23], [-2.67, 0.86, -0.73], [1.57, 0.05, -0.84], [0.06, 0.18, 2.15], [-0.13, 0.02, 0.07], [-0.23, -0.18, -0.06], [0.32, 1.08, -1.62], [-0.46, -1.87, -0.62], [-0.82, 0.75, 1.18], [0.06, -0.08, 0.22], [0.33, -0.12, 0.50], [0.08, -0.15, 0.04], [-0.06, 0.23, 0.01], [-0.17, 0.18, 0.00], [-0.02, 0.13, -0.29]], "mulliken_charge": [-0.216, -0.284, -0.523, 0.515, -0.451, -0.136, -0.397, 0.317, 0.328, 0.290, -0.158, -0.202, 0.259, 0.331, 0.304, -0.598, -0.394, 0.218, 0.270, 0.266, 0.260], "de_lowest_kj_mol": 979.3, "e_tot_ev": -19391.9625, "total_charge": 0, "lumo_energy_ev": 0.67, "homo_lumo_gap_ha": 0.35150, "smiles": "C#CC[SiH2]COO.CO"}


(4)
{"formula": "C18H24N2O3S2", "method": "the ωB97M-V functional and the def2-TZVPD basis", "elements": ["C", "H", "H", "C", "C", "H", "H", "S", "C", "C", "H", "H", "C", "N", "C", "O", "C", "C", "C", "C", "C", "C", "N", "C", "O", "C", "C", "S", "C", "C", "O", "H", "H", "H", "H", "H", "H", "H", "H", "H", "H", "H", "H", "H", "H", "H", "H", "H", "H"], "positions_angstrom": [[-4.426, 2.422, 3.930], [-5.284, 1.645, 4.132], [-3.590, 1.913, 3.909], [-4.870, 3.137, 2.590], [-3.883, 4.167, 2.049], [-4.006, 4.827, 1.349], [-3.340, 4.878, 3.033], [-2.242, 3.260, 1.670], [-2.137, 3.743, -0.087], [-3.140, 3.141, -0.948], [-3.246, 3.553, -1.678], [-4.042, 2.791, -0.406], [-2.678, 1.795, -1.568], [-2.166, 0.864, -0.201], [-0.988, 0.413, -0.186], [0.110, 0.825, -0.931], [-0.663, -0.222, 0.987], [-1.354, -0.153, 2.202], [-1.363, -1.068, 3.438], [-0.180, -1.994, 3.367], [0.476, -2.255, 2.116], [0.545, -1.384, 1.150], [1.203, -1.507, 0.057], [2.277, -2.358, -0.248], [2.260, -3.581, 0.409], [2.708, -2.124, -1.590], [3.793, -2.802, -2.139], [4.623, -2.938, -3.379], [3.665, -1.652, -4.384], [3.103, -0.530, -3.380], [2.210, -1.209, -2.305], [2.405, 0.061, -3.997], [3.953, -0.120, -2.900], [4.073, -1.216, -5.323], [2.700, -2.241, -4.792], [4.162, -3.763, -1.129], [0.881, -0.808, -0.795], [1.458, -2.800, 2.277], [-0.114, -2.689, 4.182], [-1.695, -0.959, 4.304], [-2.107, 0.769, 2.323], [-2.607, 0.666, 0.484], [-1.593, 1.865, -2.069], [-3.296, 1.309, -2.109], [-1.060, 3.495, -0.383], [-2.396, 5.035, -0.063], [-4.965, 2.532, 1.745], [-5.838, 3.802, 2.699], [-4.520, 2.920, 4.766]], "atomic_forces_ev_per_a": [[-6.97, -1.64, -4.68], [1.59, 0.91, -0.60], [4.44, -2.41, -0.52], [-0.66, 3.68, 1.56], [5.60, -2.51, 8.48], [-1.56, 3.35, -4.26], [-2.23, -1.81, -2.68], [-1.03, 0.94, -0.55], [1.50, 3.94, 1.69], [1.43, -11.77, 12.33], [-3.25, 9.57, -14.41], [0.02, 1.18, -0.35], [8.74, 2.24, 6.74], [3.15, 5.34, -15.70], [7.73, 3.46, -2.77], [-4.79, -2.10, 1.33], [3.27, -6.51, 6.92], [-2.92, 1.04, 2.12], [9.10, -1.67, -11.00], [-5.06, 1.70, -1.65], [3.01, -1.67, 6.45], [-6.51, 4.95, -2.11], [3.47, 1.66, -6.12], [-4.80, -6.03, 2.98], [1.95, 5.86, -3.00], [6.10, -3.93, -0.60], [-4.71, -3.27, 13.26], [4.15, 0.76, -8.50], [-3.15, -1.00, -0.04], [-1.50, -3.69, -0.73], [-1.89, 5.68, -4.23], [0.55, 0.24, 0.98], [0.37, 1.10, 0.64], [0.51, -0.32, 1.04], [2.09, 1.23, 1.01], [-1.04, 2.99, -3.22], [1.31, -1.13, 2.64], [-1.68, -0.19, -0.66], [0.62, -0.17, 0.32], [-3.71, 1.70, 7.06], [1.49, -2.18, -0.41], [-8.18, -2.92, 10.53], [-2.51, -0.06, 0.94], [-4.47, -3.54, -3.36], [-1.47, 0.76, 0.12], [1.34, -3.72, -0.31], [-0.75, -1.82, -0.87], [1.38, -1.82, 0.19], [-0.06, 3.59, 3.99]], "mulliken_charge": [-1.432, 0.294, 0.408, -0.202, -1.141, 0.826, 0.244, -0.013, -0.456, -1.036, 1.027, 0.078, -0.981, -0.198, 0.921, -0.793, 0.766, 0.141, -1.333, -0.499, -0.177, 0.038, 0.061, -0.155, -0.695, 0.592, 0.177, -0.318, -0.586, -0.640, -0.472, 0.324, 0.399, 0.453, 0.277, 0.183, 0.315, 0.284, 0.411, 0.582, -0.464, 0.074, 0.333, 0.689, 0.327, 0.304, 0.231, 0.295, 0.536], "de_lowest_kj_mol": 1742.7, "e_tot_ev": -49831.7762, "total_charge": 0, "lumo_energy_ev": -0.11, "homo_lumo_gap_ha": 0.25843}


(5)
{"formula": "C26H31N7RhS2Si", "method": "the ωB97M-V functional and the def2-TZVPD basis", "elements": ["Rh", "N", "C", "C", "C", "C", "C", "C", "S", "N", "C", "C", "C", "C", "C", "C", "N", "H", "H", "H", "H", "H", "H", "H", "H", "H", "N", "H", "H", "H", "C", "C", "C", "C", "N", "C", "S", "N", "H", "H", "H", "H", "H", "C", "Si", "C", "C", "N", "C", "C", "C", "C", "C", "C", "H", "H", "H", "H", "H", "H", "H", "H", "H", "H", "H", "H", "H", "H"], "positions_angstrom": [[0.383, -0.291, -0.986], [2.293, -0.150, 2.705], [1.431, 0.073, 3.826], [1.971, 0.225, 5.082], [1.137, 0.460, 6.173], [-0.226, 0.555, 5.989], [-0.766, 0.390, 4.715], [0.062, 0.138, 3.641], [-0.672, -0.247, 2.071], [0.696, -0.142, 1.024], [1.895, -0.178, 1.419], [2.920, -0.221, 0.334], [4.273, -0.326, 0.553], [5.135, -0.436, -0.533], [4.616, -0.426, -1.809], [3.247, -0.291, -1.958], [2.429, -0.169, -0.914], [3.276, -0.196, 2.896], [3.045, 0.148, 5.217], [1.562, 0.561, 7.163], [-0.878, 0.741, 6.832], [-1.838, 0.440, 4.559], [4.681, -0.349, 1.552], [6.199, -0.550, -0.374], [5.248, -0.526, -2.680], [2.787, -0.289, -2.936], [0.005, -0.281, -3.049], [0.343, -1.142, -3.477], [0.450, 0.518, -3.492], [-0.995, -0.209, -3.222], [-3.032, -5.068, -2.999], [-2.335, -4.474, -1.813], [-2.899, -4.498, -0.541], [-2.243, -3.802, 0.450], [-1.086, -3.170, 0.240], [-0.578, -3.274, -0.984], [1.024, -2.547, -1.263], [-1.162, -3.870, -2.028], [-3.539, -5.997, -2.742], [-2.317, -5.243, -3.800], [-3.786, -4.368, -3.365], [-3.825, -5.023, -0.347], [-2.643, -3.739, 1.456], [1.474, 3.198, 0.554], [0.411, 3.045, -0.981], [1.536, 2.981, -2.481], [-0.510, 4.656, -1.109], [-0.483, 1.566, -0.946], [-1.819, 1.279, -0.844], [-2.134, -0.086, -0.790], [-3.438, -0.559, -0.725], [-4.485, 0.344, -0.713], [-4.196, 1.710, -0.760], [-2.894, 2.179, -0.825], [1.905, 4.204, 0.588], [2.310, 2.489, 0.557], [0.887, 3.048, 1.465], [2.169, 3.874, -2.505], [0.955, 2.972, -3.408], [2.204, 2.115, -2.468], [0.249, 5.439, -1.198], [-1.108, 4.877, -0.222], [-1.155, 4.722, -1.988], [-1.313, -0.851, -0.792], [-3.626, -1.626, -0.685], [-5.508, -0.004, -0.676], [-5.010, 2.425, -0.753], [-2.710, 3.243, -0.876]], "atomic_forces_ev_per_a": [[0.34, 0.01, -0.07], [-0.05, -0.12, 0.48], [0.40, -0.09, -0.49], [0.14, 0.08, 0.23], [0.20, -0.04, -0.05], [-0.19, -0.04, -0.12], [-0.09, 0.09, 0.16], [-0.13, -0.13, -0.34], [0.19, 0.18, -0.03], [-1.69, -0.48, -0.43], [1.34, 0.18, 0.13], [-0.15, 0.17, 0.41], [0.44, -0.09, -0.04], [0.05, -0.01, 0.22], [-0.07, 0.02, -0.06], [-0.07, 0.11, -0.08], [-0.80, 0.04, -0.23], [0.04, 0.03, 0.09], [-0.05, 0.04, 0.02], [0.02, 0.02, -0.04], [-0.01, 0.00, -0.03], [0.03, 0.02, 0.04], [-0.01, -0.02, 0.00], [-0.03, 0.04, 0.02], [-0.05, 0.00, 0.00], [-0.01, 0.01, 0.02], [0.37, 0.01, 0.01], [-0.06, -0.06, 0.05], [-0.08, 0.06, -0.02], [-0.01, 0.03, 0.08], [0.07, 0.00, 0.02], [0.09, 0.05, -0.09], [-0.13, -0.07, -0.01], [0.15, 0.08, 0.05], [0.02, -0.11, 0.09], [-0.04, -0.20, -0.21], [-0.20, -0.24, 0.15], [-0.01, 0.08, 0.09], [0.01, 0.02, 0.00], [-0.01, -0.03, 0.01], [0.00, -0.02, 0.01], [0.02, 0.05, 0.00], [-0.03, 0.01, 0.00], [0.19, -0.08, 0.01], [0.16, -0.08, 0.05], [0.12, 0.01, -0.02], [-0.33, 0.00, -0.04], [-0.07, 0.86, 0.02], [0.42, -0.04, -0.12], [0.06, 0.40, -0.14], [0.19, -0.42, -0.05], [0.04, 0.17, 0.01], [0.12, -0.07, -0.01], [-0.26, 0.15, 0.00], [0.01, -0.07, 0.06], [-0.06, 0.05, 0.04], [0.02, 0.00, -0.03], [-0.01, -0.08, -0.04], [0.04, -0.01, 0.03], [-0.02, 0.04, -0.05], [-0.04, -0.01, 0.01], [0.01, 0.01, -0.03], [0.01, 0.01, 0.04], [-0.67, -0.56, 0.19], [0.01, 0.04, -0.01], [0.03, 0.00, 0.03], [0.03, -0.01, 0.00], [0.01, -0.05, 0.03]], "mulliken_charge": [-1.208, -0.057, -0.148, -0.723, -0.596, -0.758, -0.655, 0.924, -0.171, 0.335, 0.733, 1.062, -0.974, -0.716, -1.011, -0.242, 0.830, -0.005, 0.415, 0.401, 0.407, 0.461, 0.524, 0.451, 0.460, 0.479, -0.439, 0.325, 0.218, 0.259, -1.202, 0.905, -0.650, -0.402, -0.232, 0.466, -0.357, -0.540, 0.365, 0.352, 0.271, 0.420, 0.398, -0.870, -0.490, -0.903, -1.274, 0.503, 0.573, 0.275, -0.876, -0.856, -0.694, -0.849, 0.493, 0.198, 0.261, 0.403, 0.305, 0.181, 0.366, 0.353, 0.342, 1.733, 0.334, 0.429, 0.422, 0.264], "de_lowest_kj_mol": 0.0, "e_tot_ev": -70449.2353, "total_charge": 1, "lumo_energy_ev": -3.64, "homo_lumo_gap_ha": 0.22810}


(6)
{"formula": "C3H8N3", "method": "the ωB97M-V functional and the def2-TZVPD basis", "elements": ["C", "C", "C", "N", "N", "N", "H", "H", "H", "H", "H", "H", "H", "H"], "positions_angstrom": [[2.410, 0.237, -0.164], [0.381, -0.140, 0.424], [-2.015, 0.201, 0.218], [1.306, 1.006, 0.119], [1.612, -0.908, -0.031], [-0.840, -0.354, -0.433], [3.460, 0.358, -0.172], [-2.917, -0.562, 0.116], [-2.138, 0.332, 1.328], [-2.398, 1.147, -0.205], [1.224, 1.993, 0.112], [1.782, -1.817, 0.541], [-0.881, -0.067, -1.442], [-0.985, -1.426, -0.413]], "atomic_forces_ev_per_a": [[-0.52, -1.08, 0.11], [6.47, 2.07, -3.46], [-5.63, -0.42, 1.21], [-3.12, 1.06, 1.37], [-2.73, -5.24, 2.14], [-0.60, -2.36, 0.74], [0.52, 0.29, 0.07], [1.80, 1.50, -0.42], [1.71, -0.23, -0.89], [0.73, -0.49, -0.15], [-0.47, 0.73, 0.18], [0.36, 2.36, -1.31], [0.94, -0.09, 0.76], [0.54, 1.91, -0.34]], "mulliken_charge": [-0.255, 0.022, -0.816, -0.203, -0.332, -0.153, 0.457, 0.332, 0.337, 0.336, 0.159, 0.288, 0.402, 0.426], "de_lowest_kj_mol": 248.7, "multiplicity": 3, "e_tot_ev": -7697.4829, "total_charge": 1, "s2": 2.01, "lumo_energy_ev": [-3.42, -6.34], "homo_lumo_gap_ha": [0.24374, 0.28333]}